C4H11NS | the ωB97M-V functional and the def2-TZVPD basis

```
17
Properties=species:S:1:pos:R:3:nbo_charge:R:1
C -1.61 -0.41 1.97 -0.40
N -0.84 -0.43 0.75 -0.66
C -0.08 0.78 0.45 -0.22
C 0.23 0.90 -1.04 -0.41
C 0.88 -0.34 -1.65 -0.50
S 2.48 -0.74 -0.85 -0.08
H -2.53 0.16 1.84 0.19
H -1.04 0.01 2.83 0.16
H -1.80 -1.41 2.33 0.20
H -0.37 -1.29 0.54 0.36
H 0.86 0.81 1.02 0.17
H -0.74 1.60 0.75 0.20
H 0.91 1.73 -1.20 0.21
H -0.70 1.05 -1.59 0.21
H 0.91 -0.22 -2.72 0.23
H 0.27 -1.22 -1.47 0.21
H 3.17 -0.99 -1.97 0.13
```

Computed properties:
Max |F|: 0.0206 hartree/bohr
HOMO-LUMO gap: 9.36 eV
E: -16651.2131 eV
2S+1: 1
SMILES: CNCCCS
HOMO: -8.47 eV
LUMO level: 0.889 eV